Entry 1:
C29H38As2F3MnN6O3 as an isolated structure in a non-equilibrium geometry. Source: the OMol25 dataset; level of theory: ωB97M-V/def2-TZVPD.

Properties
- HOMO energy (spin up / spin down): -4.48 / -5.33 eV
- Gap between HOMO and LUMO (spin up / spin down): 0.254 / 0.285 hartree

The geometry in ORCA input format:
```
! RIJCOSX wB97M-V def2-TZVPD def2/J DEFGRID3
* xyz -1 6
Mn 1.23 -0.03 0.21
N 3.12 -1.64 0.52
C 4.31 -1.06 -0.11
C 4.31 0.47 -0.01
O 5.41 1.06 0.00
N 3.10 1.00 0.02
C 3.01 2.44 0.11
C 1.58 2.89 0.37
O 1.30 4.08 0.31
O 0.73 1.97 0.68
H 3.25 -1.68 1.53
H 2.92 -2.58 0.21
H 4.28 -1.32 -1.18
H 5.26 -1.43 0.29
H 3.37 2.95 -0.79
H 3.64 2.83 0.93
C -2.14 3.13 0.07
As -1.73 1.73 -1.23
C -3.28 2.03 -2.41
C -0.44 2.72 -2.34
C -0.63 4.07 -2.62
C 0.25 4.77 -3.42
C 1.34 4.12 -3.97
C 1.55 2.78 -3.70
C 0.67 2.07 -2.89
As 1.02 0.21 -2.38
C 2.61 -0.16 -3.45
C -0.30 -0.71 -3.48
H -1.20 3.56 0.41
H -2.66 2.68 0.92
H -2.78 3.90 -0.36
H -3.32 3.06 -2.77
H -4.19 1.81 -1.85
H -3.24 1.35 -3.27
H -1.48 4.59 -2.18
H 0.09 5.83 -3.61
H 2.05 4.66 -4.59
H 2.43 2.29 -4.11
H 2.45 0.04 -4.51
H 2.84 -1.22 -3.32
H 3.45 0.42 -3.07
H -0.40 -0.23 -4.46
H -1.26 -0.71 -2.96
H 0.01 -1.75 -3.61
F -6.53 -5.19 -1.84
C -5.30 -5.62 -2.17
F -5.28 -5.71 -3.53
F -5.22 -6.90 -1.73
C -4.20 -4.76 -1.64
C -2.88 -5.07 -1.98
C -1.85 -4.31 -1.48
C -2.09 -3.21 -0.64
C -3.42 -2.91 -0.32
C -4.47 -3.68 -0.81
C -1.02 -2.41 -0.15
C -0.11 -1.70 0.26
H -2.68 -5.92 -2.62
H -0.82 -4.55 -1.74
H -3.62 -2.06 0.32
H -5.49 -3.43 -0.55
C 1.77 0.94 3.48
N 1.42 1.03 4.91
C 0.00 1.39 5.00
N -0.87 0.42 4.34
C -0.46 0.34 2.93
N 0.95 -0.05 2.78
C 1.13 -1.35 3.43
N 0.76 -1.32 4.85
C 1.59 -0.30 5.50
C -0.63 -0.89 4.94
H 2.83 0.67 3.39
H 1.62 1.91 3.01
H -0.14 2.36 4.54
H -0.27 1.44 6.06
H -0.59 1.32 2.45
H -1.08 -0.40 2.41
H 2.18 -1.64 3.36
H 0.52 -2.09 2.90
H 2.64 -0.59 5.42
H 1.31 -0.25 6.56
H -0.92 -0.85 6.00
H -1.26 -1.63 4.44
*
```

Entry 2:
An isolated ion of composition C2H6O3PS and charge -1 in a non-equilibrium geometry. Source: the OMol25 dataset; level of theory: ωB97M-V/def2-TZVPD.

Properties
- HOMO energy: -3.69 eV
- SMILES: CC=[PH2]S(=O)(=O)[O-]
- Gap between HOMO and LUMO: 0.283 hartree

The geometry in ORCA input format:
```
! RIJCOSX wB97M-V def2-TZVPD def2/J DEFGRID3
* xyz -1 1
C 1.45 -1.05 0.43
C 1.18 0.44 0.69
P -0.10 1.13 -0.35
S -1.99 -0.14 -0.12
O -1.82 -0.74 1.22
O -3.02 0.90 -0.28
O -2.00 -1.10 -1.18
H 0.48 -1.60 0.77
H 1.62 -1.16 -0.66
H 2.35 -1.52 0.78
H 2.15 1.01 0.44
H -0.03 2.48 -0.01
H -0.26 1.35 -1.76
*
```

Entry 3:
An isolated ion of composition C9H17N2O2S and charge +1 in a non-equilibrium geometry. Source: the OMol25 dataset; level of theory: ωB97M-V/def2-TZVPD.

Properties
- HOMO energy (spin up / spin down): -9.43 / -12.87 eV
- Gap between HOMO and LUMO (spin up / spin down): 0.229 / 0.213 hartree

The geometry in ORCA input format:
```
! RIJCOSX wB97M-V def2-TZVPD def2/J DEFGRID3
* xyz 1 3
C 1.38 1.89 1.00
C 1.43 4.33 0.16
C 0.00 1.85 1.05
C 3.40 3.16 0.56
C -1.92 -4.56 -1.27
C -1.54 -3.75 -0.06
C -0.82 -2.39 -0.44
C -1.84 -1.21 -0.41
C -1.07 0.20 -0.42
N 2.06 3.18 0.69
N -0.32 0.45 0.86
O 2.07 0.88 1.04
O 1.99 5.34 0.02
S 4.62 4.28 0.23
H 0.45 4.09 0.03
H -0.70 2.65 1.01
H 3.85 2.16 0.81
H -2.69 -4.19 -1.91
H -2.20 -5.59 -0.99
H -1.08 -4.55 -2.00
H -2.24 -3.55 0.66
H -0.87 -4.38 0.61
H -0.13 -2.10 0.37
H -0.26 -2.41 -1.34
H -2.38 -1.17 0.52
H -2.53 -1.33 -1.24
H -0.48 0.19 -1.33
H -1.80 1.01 -0.53
H 0.64 0.07 0.93
H -0.98 0.05 1.59
H 3.99 5.40 -0.17
*
```

Entry 4:
C22H29N9O3PdS2 as an isolated structure. Source: the OMol25 dataset; level of theory: ωB97M-V/def2-TZVPD.

Properties
- HOMO energy: -0.39 eV
- Gap between HOMO and LUMO: 0.147 hartree

The geometry in ORCA input format:
```
! RIJCOSX wB97M-V def2-TZVPD def2/J DEFGRID3
* xyz -2 1
Pd -2.05 1.48 -0.35
N -4.03 4.19 1.13
C -4.53 3.05 1.75
N -5.18 3.18 2.91
N -5.57 1.93 3.20
N -5.17 1.11 2.27
N -4.51 1.80 1.32
C -2.94 4.42 0.30
N -2.59 5.69 0.09
N -1.53 5.62 -0.73
N -1.25 4.40 -0.99
N -2.13 3.58 -0.35
H -4.28 5.02 1.63
O -2.12 -0.85 -0.09
S -2.45 -0.59 1.35
C -0.86 -0.68 2.29
C 0.29 -1.35 1.54
C 0.81 -0.51 0.38
C 2.24 -0.78 -0.03
S 2.57 -2.53 -0.39
O 1.73 -2.93 -1.54
C 4.23 -2.24 -1.02
C 4.38 -1.69 -2.29
C 5.65 -1.47 -2.78
C 6.77 -1.81 -2.02
C 6.61 -2.38 -0.76
C 5.33 -2.60 -0.26
C -3.07 -2.20 1.92
C -2.84 -3.34 1.16
C -3.35 -4.55 1.59
C -4.10 -4.62 2.76
C -4.35 -3.46 3.49
C -3.84 -2.24 3.06
H -1.09 -1.20 3.22
H -0.62 0.36 2.51
H -0.02 -2.34 1.19
H 1.09 -1.51 2.27
H 0.76 0.55 0.65
H 0.15 -0.60 -0.48
H 2.96 -0.53 0.76
H 2.49 -0.21 -0.93
H 3.50 -1.43 -2.86
H 5.78 -1.03 -3.76
H 7.76 -1.64 -2.41
H 7.47 -2.65 -0.17
H 5.18 -3.04 0.71
H -2.27 -3.24 0.24
H -3.18 -5.45 1.01
H -4.51 -5.57 3.09
H -4.97 -3.51 4.38
H -4.08 -1.33 3.59
C 0.39 0.33 -3.64
C 0.41 1.72 -3.06
O 1.71 1.97 -2.52
C 1.82 3.25 -1.90
C 1.69 3.17 -0.39
H -0.59 0.12 -4.06
H 0.57 -0.42 -2.87
H 1.14 0.21 -4.42
H -0.38 1.83 -2.30
H 0.21 2.47 -3.84
H 1.04 3.92 -2.28
H 2.80 3.65 -2.19
H 0.70 2.80 -0.13
H 1.78 4.17 0.04
H 2.46 2.52 0.03
*
```

Entry 5:
A 4-piece molecular cluster, C25H26NO2 overall. Source: the OMol25 dataset; level of theory: ωB97M-V/def2-TZVPD.

Properties
- HOMO energy: -10.89 eV
- Gap between HOMO and LUMO: 0.218 hartree

The geometry in ORCA input format:
```
! RIJCOSX wB97M-V def2-TZVPD def2/J DEFGRID3
* xyz 1 1
C 0.15 1.55 4.64
N -0.30 0.28 4.02
C -1.55 0.16 3.55
C -1.96 -1.00 2.93
C -1.05 -2.06 2.82
C -1.45 -3.36 2.16
O -1.69 -3.41 1.00
O -1.46 -4.44 2.96
C 0.24 -1.92 3.33
C 0.59 -0.72 3.92
H -0.70 2.08 5.08
H 0.86 1.32 5.43
H 0.61 2.14 3.85
H -2.23 0.99 3.66
H -2.96 -1.09 2.54
H -1.52 -4.19 3.89
H 0.97 -2.71 3.25
H 1.58 -0.56 4.33
C 1.37 6.20 0.59
C 0.96 6.13 1.91
C 0.19 5.06 2.34
C -0.16 4.05 1.45
C 0.26 4.12 0.12
C 1.02 5.20 -0.30
H 1.97 7.04 0.26
H 1.23 6.91 2.61
H -0.14 5.00 3.38
H -0.75 3.21 1.77
H -0.02 3.34 -0.57
H 1.34 5.26 -1.34
C 2.51 1.44 -3.23
C 2.09 1.41 -1.91
C 1.26 0.38 -1.47
C 0.86 -0.61 -2.34
C 1.29 -0.59 -3.66
C 2.11 0.44 -4.11
H 3.15 2.24 -3.58
H 2.40 2.19 -1.22
H 0.93 0.37 -0.44
H 0.21 -1.41 -2.00
H 0.97 -1.36 -4.35
H 2.44 0.46 -5.14
C 0.00 -4.24 -3.98
C -1.06 -4.25 -4.88
C -2.36 -4.14 -4.41
C -2.60 -4.02 -3.04
C -1.54 -4.00 -2.15
C -0.24 -4.12 -2.62
H 1.02 -4.33 -4.35
H -0.88 -4.34 -5.94
H -3.19 -4.16 -5.10
H -3.62 -3.93 -2.68
H -1.72 -3.90 -1.08
H 0.59 -4.11 -1.93
*
```

Entry 6:
A 3-piece molecular cluster, C26H62N3O9P2S overall in a non-equilibrium geometry. Source: the OMol25 dataset; level of theory: ωB97M-V/def2-TZVPD.

Properties
- HOMO energy: -10.36 eV
- Gap between HOMO and LUMO: 0.260 hartree

The geometry in ORCA input format:
```
! RIJCOSX wB97M-V def2-TZVPD def2/J DEFGRID3
* xyz 1 1
C 2.76 -1.66 6.04
C 4.23 -1.48 5.68
C 4.60 -1.72 4.21
C 4.23 -3.11 3.65
C 3.40 -3.15 2.34
C 2.09 -2.35 2.34
C 0.83 -3.20 2.60
C -0.50 -2.77 1.91
C -1.69 -2.53 2.85
C -1.91 -1.14 3.49
P -2.84 -1.52 5.05
O -3.98 -2.38 4.73
O -3.18 -0.11 5.72
O -1.72 -2.15 6.01
C -2.75 -0.19 2.62
C -2.45 1.28 2.88
C -1.01 1.61 2.44
P -0.52 3.20 3.14
O -0.03 2.56 4.56
O 0.84 3.61 2.38
S -1.82 4.59 3.25
C -0.02 0.48 2.75
N -0.58 -0.43 3.81
H 2.46 -2.72 6.08
H 2.53 -1.21 7.01
H 2.12 -1.18 5.29
H 4.54 -0.46 5.95
H 4.83 -2.15 6.31
H 4.17 -0.92 3.59
H 5.68 -1.60 4.12
H 3.72 -3.72 4.41
H 5.16 -3.64 3.44
H 4.04 -2.83 1.51
H 3.15 -4.20 2.16
H 1.98 -1.82 1.38
H 2.17 -1.56 3.11
H 1.06 -4.23 2.29
H 0.64 -3.27 3.68
H -0.34 -1.94 1.21
H -0.82 -3.60 1.27
H -1.63 -3.29 3.63
H -2.63 -2.72 2.33
H -2.59 0.26 6.38
H -1.14 -1.58 6.52
H -3.81 -0.40 2.82
H -2.60 -0.41 1.55
H -3.11 1.91 2.29
H -2.62 1.52 3.93
H -1.04 1.72 1.34
H 0.16 3.25 5.20
H 1.26 2.93 1.87
H 0.93 0.84 3.17
H 0.22 -0.12 1.88
H 0.12 -1.14 4.06
H -0.69 0.17 4.62
C -3.61 5.72 -3.64
O -3.57 4.37 -4.08
C -2.31 3.95 -4.60
C -1.71 2.88 -3.71
N -1.33 3.43 -2.42
C -0.92 2.44 -1.44
C -1.94 1.40 -0.98
O -2.98 1.92 -0.18
C -4.10 2.45 -0.88
H -4.64 5.94 -3.41
H -3.00 5.88 -2.74
H -3.26 6.40 -4.42
H -1.63 4.80 -4.68
H -2.47 3.54 -5.59
H -0.82 2.47 -4.20
H -2.45 2.07 -3.64
H -2.09 3.98 -2.05
H -0.57 2.98 -0.55
H -0.05 1.90 -1.85
H -1.41 0.69 -0.34
H -2.34 0.82 -1.82
H -4.26 1.91 -1.82
H -3.98 3.51 -1.09
H -4.97 2.32 -0.24
C -0.78 -1.98 -7.47
O 0.19 -2.67 -6.71
C 1.49 -2.70 -7.29
C 2.47 -1.91 -6.45
N 2.17 -0.49 -6.49
C 2.94 0.33 -5.56
C 2.79 0.07 -4.07
O 1.51 0.39 -3.56
C 0.53 -0.63 -3.67
H -1.74 -2.15 -6.99
H -0.60 -0.90 -7.51
H -0.83 -2.36 -8.50
H 1.45 -2.30 -8.31
H 1.81 -3.74 -7.34
H 3.48 -2.07 -6.85
H 2.45 -2.34 -5.44
H 1.18 -0.36 -6.31
H 2.68 1.38 -5.75
H 4.00 0.22 -5.82
H 3.50 0.72 -3.55
H 3.04 -0.97 -3.81
H 0.96 -1.63 -3.58
H -0.03 -0.57 -4.60
H -0.17 -0.48 -2.84
*
```

Entry 7:
C51H42BrIN6O7PTb as an isolated structure in a non-equilibrium geometry. Source: the OMol25 dataset; level of theory: ωB97M-V/def2-TZVPD.

Properties
- HOMO energy (spin up / spin down): -5.53 / -7.60 eV
- Gap between HOMO and LUMO (spin up / spin down): 0.181 / 0.196 hartree

The geometry in ORCA input format:
```
! RIJCOSX wB97M-V def2-TZVPD def2/J DEFGRID3
* xyz 0 7
Tb 1.24 -0.65 1.19
C 2.51 -4.71 0.51
C 1.73 -4.30 -0.63
N 0.96 -5.23 -1.29
C -0.04 -4.91 -2.02
C -0.17 -3.59 -2.71
C -0.34 -3.69 -4.26
O 0.69 -4.29 -4.98
C 0.82 -2.48 -2.12
C 1.58 -1.84 -3.21
N 1.39 -0.66 -3.62
C 1.73 -0.18 -4.85
C 1.74 -0.95 -5.99
C 1.64 -0.37 -7.21
C 1.37 0.96 -7.38
C 1.41 1.84 -6.29
C 1.62 1.25 -5.05
I 1.76 2.38 -3.28
C 1.75 -2.91 -1.02
O 2.35 -2.06 -0.25
H 2.31 -5.75 0.76
H 2.37 -4.24 1.45
H 3.58 -4.65 0.30
H -0.79 -5.68 -2.11
H -0.47 -2.62 -4.66
H -1.31 -4.30 -4.37
H 0.82 -5.22 -4.69
H 2.38 -2.53 -3.64
H 1.83 -2.02 -5.86
H 1.83 -1.01 -8.10
H 1.25 1.33 -8.42
H 1.23 2.94 -6.33
Br 0.71 1.83 6.70
C 1.15 -0.08 6.47
C 1.59 -0.75 7.69
C 2.16 -2.03 7.51
C 2.16 -2.67 6.27
C 1.64 -1.91 5.18
N 1.21 -0.66 5.32
C 1.46 -2.70 3.84
O 1.71 -3.88 3.86
O 1.04 -1.98 2.83
H 1.44 -0.27 8.63
H 2.73 -2.47 8.31
H 2.53 -3.60 5.89
O 1.20 1.58 1.23
C 0.02 1.86 1.65
O -0.69 0.95 2.15
C -0.45 3.26 1.64
C 0.55 4.22 1.83
C 0.22 5.56 1.78
C -1.09 5.88 1.50
C -2.07 4.96 1.17
C -1.79 3.55 1.35
P -3.01 2.27 0.89
C -4.15 2.67 2.26
C -4.29 1.80 3.31
C -5.22 2.06 4.34
C -6.04 3.18 4.25
C -5.75 4.12 3.22
C -4.99 3.74 2.15
C -3.66 2.94 -0.67
C -2.79 3.62 -1.49
C -3.29 4.26 -2.62
C -4.58 3.97 -3.09
C -5.38 3.09 -2.37
C -4.93 2.72 -1.08
H 1.59 3.97 1.92
H 0.97 6.28 1.94
H -1.36 7.00 1.52
H -2.98 5.39 0.91
H -3.69 0.89 3.40
H -5.22 1.54 5.29
H -6.85 3.38 4.93
H -6.17 5.14 3.26
H -4.99 4.37 1.29
H -1.71 3.67 -1.29
H -2.66 4.94 -3.21
H -4.84 4.37 -4.07
H -6.37 2.83 -2.80
H -5.66 2.29 -0.37
C 8.10 0.87 0.80
C 6.62 0.70 1.02
C 5.66 1.69 1.36
C 4.31 1.36 1.51
N 3.83 0.10 1.29
C 4.74 -0.88 1.02
C 6.07 -0.62 0.98
H 8.40 0.00 0.15
H 8.71 0.98 1.69
H 8.23 1.79 0.24
H 6.00 2.73 1.59
H 3.59 2.11 1.91
H 4.31 -1.80 0.85
H 6.80 -1.47 0.73
N -3.62 -4.58 -2.91
C -3.54 -4.23 -1.59
O -4.32 -4.69 -0.79
C -2.44 -3.27 -1.22
C -1.43 -2.74 -2.16
C -0.46 -1.69 -1.60
N -0.45 -1.58 -0.17
C -1.54 -1.91 0.52
C -2.57 -2.76 0.02
H -4.33 -5.25 -3.17
H -3.18 -4.13 -3.67
H -1.97 -2.24 -3.02
H -0.65 -0.72 -2.12
H -1.60 -1.69 1.59
H -3.40 -3.08 0.66
*
```

Entry 8:
A 2-piece molecular cluster, H4N4O overall in a non-equilibrium geometry. Source: the OMol25 dataset; level of theory: ωB97M-V/def2-TZVPD.

Properties
- HOMO energy: -7.75 eV
- Gap between HOMO and LUMO: 0.311 hartree

The geometry in ORCA input format:
```
! RIJCOSX wB97M-V def2-TZVPD def2/J DEFGRID3
* xyz 0 1
N -1.58 0.42 0.71
N -1.72 -0.47 -0.07
N 1.62 0.79 0.09
N 1.08 -0.30 0.58
O 0.71 -1.14 -0.27
H -0.87 -1.05 -0.40
H -2.65 -0.77 -0.46
H 1.77 1.55 0.74
H 1.63 0.98 -0.91
*
```

Q: Which formula does entry 7 have?
A: C51H42BrIN6O7PTb